1.
DFT (ωB97M-V with the def2-TZVPD basis set) results for a 12-piece molecular cluster, C33H94F6N6O15P overall.

Geometry as ORCA input:
```
! wB97M-V def2-TZVPD RIJCOSX def2/J DEFGRID3
* xyz -1 1
P -0.29 0.53 -0.30
F 0.56 0.14 -1.58
F 0.18 2.08 -0.40
F -1.46 0.85 -1.35
F -1.30 1.02 0.93
F -0.80 -1.03 -0.26
F 0.99 0.21 0.66
C 1.59 4.04 2.21
O 2.95 4.41 2.07
H 1.08 4.09 1.25
H 1.39 3.07 2.65
H 1.12 4.76 2.89
H 3.25 4.34 1.16
C -2.15 -7.39 0.00
C -0.70 -6.93 0.34
C -0.65 -5.71 1.34
O -1.21 -4.57 0.69
C -1.60 -3.51 1.60
N -0.06 -8.13 0.98
H -2.82 -6.60 -0.36
H -2.58 -7.84 0.90
H -2.21 -8.13 -0.79
H -0.26 -6.69 -0.62
H 0.36 -5.46 1.64
H -1.18 -5.99 2.25
H -0.78 -3.02 2.13
H -2.35 -3.86 2.31
H -2.18 -2.77 1.04
H 0.01 -8.92 0.35
H 0.88 -7.84 1.19
C -5.29 -0.95 6.86
C -5.80 -1.53 5.54
C -4.77 -1.54 4.41
O -4.25 -0.28 4.16
C -3.04 -0.20 3.45
N -6.32 -2.91 5.74
H -4.31 -1.35 7.14
H -5.97 -1.12 7.70
H -5.19 0.13 6.73
H -6.63 -0.91 5.20
H -5.32 -1.92 3.55
H -3.98 -2.23 4.69
H -3.14 -0.44 2.40
H -2.32 -0.84 3.97
H -2.50 0.75 3.39
H -6.71 -3.20 4.86
H -5.53 -3.53 5.87
C -5.50 6.56 0.39
C -4.06 6.85 -0.01
C -3.56 5.53 -0.71
O -2.15 5.71 -1.01
C -1.55 4.53 -1.55
N -4.16 7.93 -0.95
H -6.06 6.34 -0.52
H -5.92 7.47 0.83
H -5.64 5.69 1.02
H -3.44 7.06 0.87
H -4.09 5.31 -1.63
H -3.67 4.66 -0.07
H -0.48 4.59 -1.37
H -1.69 4.54 -2.63
H -1.87 3.59 -1.10
H -4.83 7.60 -1.62
H -3.25 7.89 -1.40
C -0.98 2.66 -5.61
C 0.08 1.82 -4.86
C 1.04 2.61 -3.94
O 1.77 3.58 -4.70
C 2.95 3.12 -5.40
N -0.68 0.78 -4.17
H -1.68 2.97 -4.83
H -1.48 2.12 -6.42
H -0.51 3.54 -6.04
H 0.68 1.35 -5.64
H 1.65 1.96 -3.31
H 0.52 3.11 -3.12
H 3.38 3.96 -5.95
H 2.88 2.20 -5.98
H 3.67 2.87 -4.62
H -0.11 0.26 -3.52
H -1.17 1.26 -3.43
C 1.71 -3.10 0.47
C 2.86 -2.66 -0.40
C 3.99 -3.73 -0.53
O 4.70 -4.00 0.67
C 5.41 -2.88 1.26
N 2.23 -2.38 -1.67
H 1.91 -3.34 1.52
H 1.32 -4.04 0.10
H 0.92 -2.34 0.48
H 3.31 -1.73 -0.04
H 4.79 -3.49 -1.23
H 3.47 -4.67 -0.73
H 5.97 -2.30 0.53
H 6.09 -3.10 2.07
H 4.74 -2.11 1.64
H 2.91 -1.80 -2.12
H 1.58 -1.64 -1.45
C 7.28 1.68 1.79
C 6.13 2.53 1.40
C 5.13 1.97 0.35
O 4.11 2.94 0.00
C 3.19 2.46 -0.99
N 5.43 2.77 2.64
H 8.02 1.68 0.99
H 7.05 0.63 1.98
H 7.77 1.96 2.73
H 6.59 3.50 1.17
H 4.56 1.15 0.79
H 5.59 1.66 -0.59
H 2.81 1.46 -0.77
H 3.70 2.36 -1.95
H 2.29 3.04 -1.18
H 5.96 3.11 3.43
H 4.76 3.52 2.56
C -1.38 -3.10 -2.41
C -2.78 -3.03 -1.84
O -3.59 -2.30 -2.80
O -1.44 -3.67 -3.72
H -0.75 -3.64 -1.70
H -0.99 -2.08 -2.44
H -2.80 -2.52 -0.88
H -3.01 -4.09 -1.69
H -4.01 -1.58 -2.32
H -0.68 -4.25 -3.82
C 3.34 -0.42 -4.43
C 2.45 -1.62 -4.88
O 1.23 -1.62 -4.17
O 3.78 -0.73 -3.11
H 2.79 0.53 -4.46
H 4.12 -0.28 -5.17
H 3.01 -2.54 -4.75
H 2.15 -1.47 -5.91
H 1.52 -1.85 -3.28
H 4.60 -0.26 -2.93
C 3.07 0.33 3.46
C 2.53 -1.03 3.86
O 2.99 -1.48 5.17
O 4.51 0.25 3.44
H 2.71 1.05 4.20
H 2.55 0.64 2.54
H 2.86 -1.80 3.16
H 1.44 -1.02 3.80
H 3.92 -1.26 5.15
H 4.82 1.09 3.11
C -4.34 1.67 -0.22
C -4.24 0.17 -0.40
O -4.73 -0.17 -1.71
O -5.68 2.01 0.04
H -4.00 2.18 -1.12
H -3.60 1.96 0.53
H -4.79 -0.30 0.42
H -3.22 -0.19 -0.32
H -5.48 0.40 -1.89
H -5.94 1.80 0.94
*
```

Calculated values
- Kohn-Sham gap (eV) = 8.345
- total energy (eV) = -100994.2013

These are the Löwdin partial charges, in e, on atoms 1 to 5: P 0.221; F -0.152; F -0.165; F -0.143; F -0.170

2.
DFT (ωB97M-V with the def2-TZVPD basis set) results for a 11-piece molecular cluster, C33H95N13O11 overall.

Geometry as ORCA input:
```
! wB97M-V def2-TZVPD RIJCOSX def2/J DEFGRID3
* xyz 0 1
C -29.85 -15.83 13.78
O -30.76 -16.58 14.63
C -32.12 -16.24 14.40
C -33.03 -17.02 15.37
C -34.47 -16.90 14.96
N -32.74 -16.41 16.66
H -28.81 -15.93 14.09
H -30.13 -14.78 13.81
H -29.97 -16.11 12.73
H -32.32 -15.17 14.39
H -32.33 -16.63 13.40
H -32.73 -18.07 15.44
H -35.10 -17.37 15.72
H -34.59 -17.46 14.04
H -34.83 -15.88 14.80
H -31.73 -16.45 16.59
H -33.05 -15.46 16.60
C -34.56 -11.37 26.53
O -34.54 -12.45 25.65
C -33.77 -13.57 26.06
C -33.52 -14.55 24.83
C -32.69 -15.83 25.22
N -32.68 -13.86 23.80
H -34.93 -10.55 25.92
H -33.55 -11.10 26.84
H -35.26 -11.45 27.36
H -32.85 -13.22 26.53
H -34.43 -14.02 26.80
H -34.47 -14.86 24.39
H -32.11 -16.24 24.39
H -33.38 -16.63 25.47
H -32.01 -15.81 26.07
H -33.16 -13.02 23.53
H -32.70 -14.46 22.99
C -37.82 -1.26 21.40
O -36.77 -1.68 20.56
C -37.18 -1.71 19.12
C -35.97 -1.96 18.14
C -35.30 -3.26 18.31
N -34.95 -0.94 18.37
H -38.19 -0.30 21.03
H -37.66 -1.40 22.47
H -38.65 -1.93 21.20
H -37.93 -2.49 19.04
H -37.70 -0.77 18.95
H -36.39 -1.87 17.14
H -34.30 -3.40 17.91
H -35.95 -4.04 17.92
H -35.23 -3.28 19.40
H -34.72 -1.18 19.32
H -35.36 -0.02 18.50
C -42.47 -8.61 14.76
O -42.67 -7.32 15.25
C -43.03 -7.19 16.63
C -43.23 -5.71 16.92
C -43.49 -5.55 18.43
N -44.49 -5.33 16.36
H -41.64 -9.12 15.26
H -42.21 -8.50 13.71
H -43.39 -9.17 14.91
H -43.89 -7.84 16.81
H -42.19 -7.72 17.10
H -42.35 -5.11 16.67
H -44.39 -6.14 18.60
H -43.61 -4.49 18.68
H -42.76 -5.83 19.19
H -44.35 -5.36 15.36
H -44.55 -4.32 16.42
C -28.18 -10.76 18.30
O -28.22 -9.30 18.09
C -27.01 -8.68 18.34
C -27.09 -7.16 18.48
C -27.37 -6.52 17.14
N -25.74 -6.68 18.95
H -27.87 -11.00 19.31
H -27.62 -11.24 17.50
H -29.20 -11.13 18.26
H -26.54 -9.08 19.24
H -26.33 -8.92 17.53
H -27.93 -6.86 19.10
H -28.07 -7.07 16.51
H -26.50 -6.50 16.48
H -27.90 -5.57 17.27
H -25.80 -6.98 19.91
H -24.92 -7.13 18.56
C -31.84 -7.28 22.80
O -31.50 -6.74 24.12
C -30.26 -6.02 24.19
C -30.37 -4.50 24.04
C -28.93 -4.02 24.13
N -31.20 -3.90 25.06
H -32.63 -8.03 22.78
H -31.01 -7.69 22.22
H -32.19 -6.38 22.30
H -29.93 -6.30 25.19
H -29.61 -6.47 23.44
H -30.77 -4.27 23.05
H -28.60 -4.26 25.14
H -28.87 -2.98 23.80
H -28.29 -4.60 23.47
H -32.07 -4.37 24.84
H -30.96 -4.27 25.96
C -26.94 -9.16 11.45
O -27.48 -8.50 10.37
C -28.53 -7.60 10.64
C -29.73 -8.32 11.21
C -30.01 -9.53 10.30
N -30.96 -7.55 11.44
H -26.75 -8.46 12.27
H -26.02 -9.73 11.28
H -27.60 -9.94 11.82
H -28.12 -6.84 11.31
H -28.78 -7.04 9.74
H -29.44 -8.62 12.22
H -30.94 -10.08 10.48
H -29.15 -10.20 10.30
H -30.18 -9.29 9.25
H -31.15 -7.06 10.58
H -31.84 -8.04 11.46
N -35.41 -10.06 15.58
C -34.33 -10.24 16.28
N -33.38 -9.36 15.97
O -34.30 -11.07 17.13
H -36.19 -10.65 15.81
H -35.47 -9.37 14.85
H -33.43 -8.71 15.20
H -32.58 -9.43 16.57
N -39.28 -5.40 11.35
C -38.07 -5.67 11.13
N -37.62 -4.98 10.15
O -37.31 -6.35 11.81
H -39.73 -5.68 12.21
H -39.63 -4.58 10.86
H -38.23 -4.41 9.58
H -36.63 -4.89 9.99
N -40.56 -13.61 20.45
C -39.64 -13.12 19.64
N -38.64 -12.56 20.30
O -39.67 -13.22 18.45
H -41.28 -14.15 19.99
H -40.30 -13.63 21.42
H -38.74 -12.63 21.30
H -37.76 -12.37 19.83
C -37.75 -12.81 10.24
C -36.84 -13.97 9.75
O -36.83 -14.09 8.34
H -37.85 -12.83 11.32
H -38.74 -12.97 9.81
H -37.34 -11.90 9.80
H -37.23 -14.89 10.18
H -35.84 -13.70 10.09
H -36.43 -13.29 7.99
*
```

Calculated values
- structure (SMILES) = COC[C@H](C)N.COC[C@H](C)N.COC[C@H](C)N.COC[C@H](C)N.COC[C@H](C)N.COC[C@H](C)N.COC[C@H](C)N.NC(N)=O.NC(N)=O.NC(N)=O.CCO
- Kohn-Sham gap (eV) = 8.942
- total energy (eV) = -77648.7330

These are the Löwdin partial charges, in e, on atoms 1 to 5: C -0.074; O -0.203; C -0.234; C -0.446; C -0.067

3.
DFT (ωB97M-V with the def2-TZVPD basis set) results for a 13-piece molecular cluster, C33H95N21O13 overall.

Geometry as ORCA input:
```
! wB97M-V def2-TZVPD RIJCOSX def2/J DEFGRID3
* xyz 0 1
C -1.82 -18.48 28.90
C -2.17 -18.12 27.46
C -0.95 -17.25 26.93
C -0.97 -17.07 25.38
C -0.85 -18.45 24.70
C -1.99 -19.49 25.07
N -2.26 -19.34 26.59
O -3.23 -20.20 27.00
C -3.20 -19.00 24.17
C -1.48 -20.92 24.79
C -3.40 -17.29 27.42
H -0.98 -19.18 28.86
H -2.61 -18.92 29.51
H -1.54 -17.58 29.45
H -0.86 -16.25 27.34
H 0.00 -17.70 27.24
H -0.07 -16.56 25.04
H -1.88 -16.52 25.13
H 0.14 -18.88 24.87
H -0.94 -18.24 23.64
H -3.88 -19.85 24.09
H -3.81 -18.23 24.64
H -2.82 -18.53 23.26
H -2.07 -21.73 25.22
H -1.18 -21.11 23.76
H -0.54 -21.05 25.33
H -4.27 -17.81 27.81
H -3.63 -16.97 26.40
H -3.33 -16.37 27.99
H -4.05 -19.71 27.03
C 0.95 -13.06 28.24
O 0.69 -13.14 29.39
N 1.62 -13.84 27.41
N 0.59 -12.05 27.54
H 1.95 -14.69 27.84
H 1.62 -13.69 26.42
H 0.97 -12.00 26.60
H 0.10 -11.25 27.92
C -1.57 -9.93 21.63
O -0.70 -9.52 22.38
N -1.81 -11.16 21.37
N -2.39 -9.13 21.01
H -1.23 -11.82 21.86
H -2.16 -11.32 20.44
H -2.29 -8.14 21.11
H -3.16 -9.42 20.41
C -3.27 -13.61 25.88
O -3.14 -13.68 24.67
N -2.40 -13.17 26.70
N -4.40 -13.84 26.48
H -1.49 -13.00 26.29
H -2.61 -12.89 27.65
H -4.31 -13.74 27.48
H -5.26 -13.89 25.96
C -0.39 -16.75 20.52
O -0.59 -16.14 21.52
N 0.41 -16.38 19.65
N -1.07 -17.79 20.24
H 0.67 -17.06 18.95
H 0.79 -15.44 19.72
H -1.52 -18.11 21.08
H -1.03 -18.31 19.37
C 5.21 -12.34 25.08
O 4.39 -12.59 24.25
N 6.48 -12.28 24.86
N 5.04 -12.25 26.40
H 6.84 -12.17 23.92
H 7.08 -12.15 25.66
H 4.18 -12.38 26.90
H 5.86 -11.92 26.90
C 0.70 -13.06 23.74
O 1.28 -13.00 24.82
N 1.34 -12.80 22.57
N -0.48 -13.55 23.48
H 0.93 -13.11 21.70
H 2.33 -12.82 22.77
H -1.13 -13.78 24.22
H -0.69 -13.81 22.53
C -4.22 -16.23 22.64
O -4.36 -17.09 21.84
N -5.13 -15.62 23.40
N -3.08 -15.70 22.94
H -6.09 -15.92 23.36
H -4.79 -14.89 24.01
H -2.23 -16.05 22.53
H -3.06 -14.88 23.53
C 6.10 -13.26 19.85
O 6.09 -12.32 19.14
N 6.76 -14.36 19.60
N 5.31 -13.43 20.91
H 6.87 -15.08 20.29
H 7.12 -14.48 18.66
H 4.69 -12.68 21.19
H 5.10 -14.32 21.32
C 2.56 -16.28 24.99
C 4.02 -15.94 24.77
C 4.90 -17.23 24.53
O 6.25 -16.86 24.01
C 6.99 -16.29 25.08
N 4.10 -15.18 23.57
H 2.28 -16.97 25.79
H 2.19 -16.71 24.06
H 2.03 -15.33 25.13
H 4.41 -15.24 25.51
H 4.50 -17.77 23.67
H 4.96 -17.92 25.37
H 6.97 -16.87 26.00
H 6.44 -15.38 25.34
H 8.02 -15.98 24.91
H 5.10 -15.25 23.42
H 3.93 -14.20 23.73
C 5.12 -6.40 27.72
C 4.55 -7.01 26.47
C 3.50 -8.14 26.70
O 3.33 -8.92 25.57
C 2.46 -10.00 25.76
N 4.02 -5.81 25.75
H 5.60 -7.09 28.42
H 4.35 -5.90 28.32
H 5.82 -5.59 27.51
H 5.31 -7.54 25.90
H 2.57 -7.73 27.10
H 3.81 -8.72 27.57
H 2.39 -10.53 24.81
H 1.45 -9.71 26.05
H 2.85 -10.78 26.40
H 3.44 -6.14 24.99
H 4.78 -5.38 25.24
C 4.18 -6.63 22.25
C 2.70 -7.05 22.29
C 2.40 -8.48 21.88
O 3.32 -9.04 20.91
C 3.03 -10.35 20.40
N 2.21 -6.75 23.64
H 4.83 -7.24 22.89
H 4.35 -5.62 22.60
H 4.69 -6.82 21.31
H 2.17 -6.47 21.53
H 1.36 -8.56 21.55
H 2.47 -9.11 22.77
H 2.12 -10.29 19.80
H 2.88 -11.03 21.24
H 3.88 -10.68 19.81
H 1.21 -6.90 23.63
H 2.54 -7.54 24.18
C -2.20 -14.45 18.21
C -1.74 -13.18 18.83
C -0.22 -12.80 18.51
O 0.56 -13.44 19.43
C 1.93 -13.59 19.05
N -2.60 -12.12 18.38
H -1.90 -14.41 17.17
H -3.25 -14.68 18.35
H -1.78 -15.33 18.69
H -1.83 -13.26 19.92
H -0.01 -11.74 18.64
H 0.10 -13.06 17.51
H 2.50 -12.70 18.78
H 1.96 -14.08 18.08
H 2.62 -14.13 19.70
H -3.46 -12.04 18.92
H -2.73 -12.30 17.40
*
```

Calculated values
- Kohn-Sham gap (eV) = 7.883
- total energy (eV) = -93671.2492

These are the Löwdin partial charges, in e, on atoms 1 to 5: C -0.038; C -0.490; C -0.118; C -0.157; C -0.128